The following is a quantum chemistry calculation of a 2-piece molecular cluster, C36H38F6N3O overall at a distorted geometry, from the Open Molecules 2025 dataset.

The HOMO-LUMO gap comes out at 5.385 eV. As for the electronic energy: -2233.02562 Ha. As for the LUMO energy: -5.3 eV. The HOMO energy is -10.64 eV. As for the energy relative to the best compared isomer or geometry (same formula, charge and spin): 28.9 kcal per mole.

```
! wB97M-V def2-TZVPD RIJCOSX def2/J DEFGRID3
* xyz 1 1
H -0.451 -2.278 -4.242
H 2.094 -1.580 -5.646
C 5.215 10.383 2.057
O 2.686 6.863 0.280
C 5.741 4.370 -0.492
C 2.392 0.566 -0.080
C 2.836 10.615 1.654
C 2.712 4.120 3.508
C 0.668 -1.064 4.521
H 2.322 -2.574 -1.470
H 2.756 5.995 -0.162
F -2.277 -1.582 8.021
C 5.116 9.000 1.859
H 6.108 5.703 -2.165
H -0.270 -0.293 6.866
C 1.210 -0.931 2.163
C 0.824 0.342 4.609
C 1.514 0.636 -2.349
C 2.694 -0.821 -0.265
H 2.056 4.759 1.534
C -0.184 -1.381 6.831
C 3.086 4.551 4.785
C 0.066 -1.308 -4.264
H 1.954 2.395 -1.171
H 0.585 0.860 5.539
C 1.075 -3.148 5.632
H 6.189 10.810 2.290
H 3.998 7.737 3.944
F 4.320 -2.930 -5.298
H 3.187 -1.373 0.535
C 1.688 0.423 2.290
H 6.509 3.793 0.062
F 3.862 -2.796 -3.155
C 2.732 9.237 1.437
N 0.448 -1.851 5.606
F -2.303 -1.560 5.806
H 2.549 3.075 3.290
C 4.076 11.190 1.965
F 2.495 -3.894 -4.486
C 3.614 6.721 3.833
H 1.772 8.784 1.187
C 1.353 1.029 3.542
H 0.378 -1.783 7.683
H 5.991 8.351 1.963
C 5.777 6.842 -0.330
C 3.687 6.950 1.281
H 0.154 -1.013 -5.314
H 5.126 7.457 -0.967
C 4.968 6.203 0.821
H 0.578 -2.734 3.146
N 1.383 -1.436 -3.663
H 2.532 2.201 1.341
H 1.126 -1.420 1.199
H 5.318 3.724 -1.268
C 3.507 5.877 4.950
C 6.358 5.645 -1.102
C 1.657 -0.770 -2.451
H 1.938 11.224 1.584
H -0.550 -0.576 -3.728
H 6.572 7.478 0.078
H 4.345 4.208 1.070
C 3.239 6.251 2.569
N 4.670 4.862 0.363
H 3.187 -0.682 -4.483
H 2.062 -3.079 5.148
H 1.472 2.099 3.654
H 1.224 -3.472 6.664
C 2.313 1.147 1.218
C -1.577 -1.949 6.909
C 3.295 -2.781 -4.407
H 3.785 6.244 5.940
H 3.065 3.848 5.620
H 5.629 6.173 1.715
C 3.874 8.447 1.521
H 7.448 5.613 -1.020
C 0.815 -1.673 3.251
C 2.495 -1.528 -4.626
F -1.529 -3.323 6.878
C 2.600 5.019 2.449
H 4.159 12.267 2.127
H 0.478 -3.895 5.087
C 1.994 1.305 -1.238
C 2.245 -1.488 -1.379
H 1.061 1.172 -3.190
*
```

***

The following is a quantum chemistry calculation of C36H38IrN4O9S2 as an isolated structure, from the Open Molecules 2025 dataset.

The HOMO-LUMO gap (spin up / spin down) comes out at 8.139 / 6.778 eV. As for the electronic energy: -3191.44365 Ha. As for the LUMO energy (spin up / spin down): 0.1 / -2.3 eV. The HOMO energy (spin up / spin down) is -8.06 / -9.04 eV.

```
! wB97M-V def2-TZVPD RIJCOSX def2/J DEFGRID3
* xyz 0 6
C -1.003 -3.133 4.494
H 1.591 -3.822 6.563
S 3.030 1.503 -2.232
C -0.623 -6.331 0.023
C -2.638 -5.067 1.433
C -1.592 2.288 0.857
H 3.742 4.195 3.582
H 0.553 -4.589 0.428
H -4.751 1.376 -1.826
C -0.304 -3.341 5.677
C -0.366 -3.256 3.266
C -2.097 0.286 -3.826
H 2.743 -4.013 4.377
H -2.020 -7.940 -0.252
H 1.509 -3.643 2.290
H 4.453 5.531 2.669
H -2.050 -2.862 4.548
C -0.224 2.688 3.193
C -2.150 3.098 1.826
H 0.572 2.827 -7.052
H 2.484 -1.872 -1.543
H 0.357 1.416 -6.025
N -0.398 1.722 1.038
C 0.944 -1.435 -2.982
C 3.461 4.047 1.466
H 5.042 1.549 -0.222
H 1.035 3.302 -4.587
C -3.138 0.234 -2.716
H -0.212 4.339 -5.271
H 1.620 4.958 0.853
H -2.627 0.095 -1.762
C -2.368 -1.098 1.487
C -1.156 -3.078 1.960
C 0.274 1.905 2.173
C 1.588 1.173 2.274
N -1.161 -1.017 0.780
N -2.371 -2.305 2.144
C 2.374 4.216 0.615
H -3.446 -4.585 1.970
H -0.816 -3.238 6.626
C 2.232 3.437 -0.524
H 5.264 2.941 1.819
H -3.153 -2.577 2.709
O 0.013 -1.375 -2.147
H -3.125 3.536 1.659
C -0.433 -2.105 1.020
H -4.592 1.611 -3.569
C 3.202 2.485 -0.805
C -0.031 2.415 -6.244
H 3.231 -1.057 -2.996
C 0.989 -3.577 3.236
H -3.738 -0.662 -2.876
O 2.160 2.193 -3.143
O 4.308 1.035 -2.683
C 4.304 2.302 0.023
H 0.169 -6.814 -0.537
C -4.031 1.470 -2.641
H 2.704 5.460 2.908
H -2.457 0.767 -4.740
H 1.391 3.563 -1.194
H -0.868 3.471 -3.004
C 4.424 3.089 1.150
C 1.043 -3.665 5.642
C 2.443 -1.040 -2.253
H 0.367 2.797 4.092
H -3.825 -6.798 1.003
C 3.594 4.858 2.727
O 0.700 -2.212 0.525
C -0.959 2.880 -3.917
O 1.860 0.407 1.254
C -2.858 -6.323 0.883
H -1.056 2.310 -6.613
H -1.989 2.919 -4.271
H -2.088 2.078 -0.081
Ir 0.432 0.089 -0.283
C -1.850 -6.961 0.177
S -0.611 1.199 -3.339
C 1.687 -3.777 4.417
O 1.050 -1.692 -4.150
O -3.249 -0.267 1.509
H -1.729 -0.710 -4.082
N 2.211 0.174 -1.632
C -1.458 3.298 3.010
C 0.025 3.309 -5.001
O -0.704 1.287 -1.808
C -0.401 -5.078 0.576
O 2.284 1.337 3.252
H -1.886 3.910 3.794
C -1.408 -4.436 1.290
H -3.446 2.376 -2.456
*
```

***

The following is a quantum chemistry calculation of C36H38N10PdSe as an isolated structure at a distorted geometry, from the Open Molecules 2025 dataset.

The HOMO-LUMO gap comes out at 6.549 eV. As for the electronic energy: -4471.08665 Ha. As for the LUMO energy: -6.9 eV. The HOMO energy is -13.47 eV. As for the energy relative to the best compared isomer or geometry (same formula, charge and spin): 16.3 kcal per mole.

```
! wB97M-V def2-TZVPD RIJCOSX def2/J DEFGRID3
* xyz 2 1
C -7.099 -2.515 4.311
H 0.558 -2.093 -3.581
C 2.228 2.744 0.901
C -8.081 -1.008 2.905
H 1.690 4.827 0.680
Pd -0.485 -0.991 -0.629
C 3.285 2.002 -3.847
N -3.342 2.453 -2.343
H 5.332 0.454 -0.932
C -4.255 -0.259 1.001
H 3.576 1.299 3.693
H 4.165 1.703 -4.408
H 0.595 3.502 -1.151
C 3.123 3.374 3.408
N -0.125 -2.680 0.426
H 4.077 -1.495 -0.254
C -1.295 -1.922 -4.765
Se 1.727 -0.476 -1.490
C -3.422 -2.256 2.046
H 2.940 4.370 -1.321
H 2.770 1.091 -3.535
H -2.163 2.568 -4.029
N -2.579 -2.068 -4.340
H 3.311 -0.620 2.581
C 4.298 -1.355 0.810
H 2.546 5.381 2.931
C -6.895 -0.796 2.219
H -1.039 -1.720 -5.785
H -3.396 -2.038 -4.928
C -2.283 2.093 -3.068
C -5.861 -2.357 3.703
H -5.023 -2.902 4.106
H 1.054 2.122 -2.177
H 4.436 -2.342 1.257
N -2.026 -0.969 0.617
C 1.420 2.848 -1.449
H 3.484 3.654 4.385
C -2.748 0.781 -0.755
H -8.993 -0.493 2.639
H 2.104 4.287 -2.870
H 1.610 -3.343 -0.493
N -1.313 -2.293 -2.559
C -1.044 -2.919 1.412
N -1.595 0.509 -1.450
H 4.469 3.558 -2.957
H -7.245 -3.192 5.141
C -1.384 1.152 -2.600
H -3.429 -2.474 -2.430
C 1.122 -4.518 1.244
N 2.673 0.557 1.030
C 2.117 0.815 -0.169
C 2.593 4.364 2.575
C 2.745 1.743 1.740
H 5.100 1.490 0.496
H -1.441 -4.122 3.172
N -8.154 -1.853 3.904
N 1.867 2.131 -0.280
C -5.740 -1.488 2.609
H -4.429 2.158 -0.658
H 5.796 -0.323 1.987
C -2.547 -2.295 -3.015
C -3.047 -0.125 0.332
C -0.781 -3.944 2.336
H 6.413 -1.257 0.630
C 2.544 3.685 -2.072
H 6.715 1.011 0.003
C 3.084 -0.738 1.521
H 2.634 2.564 -4.512
H 1.978 -5.174 1.190
H 2.227 -1.422 1.423
C 0.923 -3.499 0.329
H -0.498 0.893 -3.170
H -6.906 -0.109 1.390
C 3.693 2.856 -2.648
C 5.685 0.673 0.076
C 3.192 2.050 3.021
C 2.123 4.068 1.312
C -2.209 -2.054 1.406
C 5.614 -0.581 0.942
H -3.575 -3.157 2.616
H 4.125 2.224 -1.868
N 0.278 -4.706 2.253
C -3.567 1.829 -1.218
H -5.044 0.444 0.802
C -4.462 -1.319 1.898
C -0.518 -2.067 -3.653
*
```

***

Among the records above, which one has the highest electronic energy? C36H38F6N3O